Record 1
The following is a quantum chemistry calculation of a structure of composition C14H30BaNO3P2 in a non-equilibrium geometry, from OMol25.

The net charge is +1. As for the LUMO energy: -2.897 eV. The calculation puts the orbital gap at 0.287 hartree.

Cartesian coordinates (Å):
H (-2.435, 2.872, -1.472)
H (2.117, 0.369, 3.927)
C (1.071, -1.717, -2.065)
H (-2.150, 0.513, 3.522)
H (-3.482, 1.584, -2.221)
H (-3.024, -1.631, -1.022)
C (-1.229, -1.402, -2.207)
H (2.410, 3.146, -3.063)
C (-2.508, -0.849, -1.611)
H (-4.571, 0.720, -0.514)
Ba (0.635, 1.736, 0.091)
C (-3.794, 0.675, 0.264)
H (-1.151, 5.769, -0.746)
H (-1.756, 1.679, -2.697)
H (-0.012, -0.795, 3.203)
H (1.978, -3.071, -3.478)
H (-2.313, -2.513, -3.739)
H (2.932, -0.659, -1.764)
C (2.371, -1.501, -1.305)
H (1.489, -3.481, 0.736)
H (3.905, -0.353, 1.872)
H (4.454, -1.434, 0.533)
H (-3.203, -0.555, -2.422)
H (-3.845, 1.589, 0.864)
H (-1.338, 4.592, 0.263)
H (1.135, 1.539, 4.847)
H (3.237, -3.211, 0.755)
H (-1.290, 1.612, 4.630)
P (2.089, -1.140, 0.492)
H (2.290, -2.823, 2.211)
O (1.748, 3.176, -2.295)
C (3.809, -0.580, 0.803)
O (0.173, 1.058, 2.283)
H (1.091, -0.186, 5.244)
H (2.978, -2.431, -1.328)
O (-0.850, 4.838, -0.570)
C (1.152, 0.525, 4.413)
C (2.274, -2.829, 1.117)
H (1.527, 4.143, -2.171)
C (0.009, 0.298, 3.450)
H (-0.194, -3.509, -4.686)
C (-2.464, 1.843, -1.869)
H (-1.409, -0.113, 4.987)
H (4.052, 0.284, 0.169)
C (-1.330, -2.277, -3.301)
H (-3.971, -0.219, 0.870)
P (-2.169, 0.603, -0.543)
C (-0.163, -2.858, -3.811)
N (-0.038, -1.048, -1.654)
C (-1.281, 0.609, 4.174)
C (1.046, -2.587, -3.165)

Taken from the Löwdin analysis, the atomic charges in e are: 0.026, 0.057, -0.331, 0.062, 0.046, 0.109, -0.323, 0.098, -0.312, 0.050, 1.622, -0.285, 0.080, 0.053, 0.125, 0.120, 0.126, 0.096, -0.322, 0.051, 0.043, 0.050, 0.098, 0.046, 0.064, 0.086, 0.045, 0.084, 0.764, 0.051, -0.211, -0.290, -0.699, 0.081, 0.094, -0.121, -0.084, -0.275, 0.064, -0.641, 0.117, -0.296, 0.080, 0.037, -0.021, 0.051, 0.722, -0.038, 0.056, -0.082, -0.024



Record 2
The following is a quantum chemistry calculation of the ion C3H7N2 with charge +1 in a non-equilibrium geometry, from OMol25.

The net charge is +1. As for the LUMO energy (spin up / spin down): -4.739 / -4.740 eV. The calculation puts the orbital gap (spin up / spin down) at 0.305 / 0.305 hartree. The calculation puts the energy above the lowest of the compared OMol25 structures with the same formula, charge and spin at 3.936 eV.

Cartesian coordinates (Å):
H (1.378, -1.380, 1.661)
H (-1.533, 0.884, -1.613)
H (-0.344, -1.656, -0.400)
H (-0.901, -1.727, 1.271)
C (1.026, -0.888, 0.807)
H (1.820, -1.003, 0.009)
C (-0.882, 1.622, -1.067)
C (-0.021, 0.115, 0.899)
H (0.393, 1.936, 0.466)
H (-0.603, 2.436, -1.643)
N (-0.140, 1.191, -0.038)
N (-0.344, -1.318, 0.549)

Taken from the Löwdin analysis, the atomic charges in e are: 0.099, 0.118, 0.164, 0.164, -0.079, 0.159, 0.148, -0.155, 0.184, 0.074, 0.011, 0.113



Record 3
The following is a quantum chemistry calculation of a cluster of 3 separate species, C5H19N3O2 in total in a non-equilibrium geometry, from OMol25.

As for the LUMO energy: 0.757 eV. The calculation puts the orbital gap at 0.353 hartree. The calculation puts the energy above the lowest of the compared OMol25 structures with the same formula, charge and spin at 0.578 eV.

Cartesian coordinates (Å):
H (-3.136, 1.207, 1.623)
C (2.075, -1.027, -0.372)
H (3.043, -1.555, -0.495)
H (1.842, 3.015, -0.259)
H (-0.215, 0.634, 2.131)
H (-2.464, -0.858, 0.576)
H (1.214, -2.916, -0.781)
C (1.053, -1.867, -1.096)
O (0.077, 1.346, -3.181)
H (-0.656, 1.953, -3.026)
O (1.365, 2.471, 0.370)
N (-0.746, -0.078, -0.460)
H (-0.093, 0.483, 0.082)
H (1.204, -1.989, -2.179)
C (-2.088, 1.098, 1.374)
N (-1.180, 0.667, 2.418)
N (1.866, -0.934, 1.115)
H (-1.153, -1.765, -1.561)
H (2.212, -0.002, -0.776)
C (-2.066, 0.082, 0.188)
H (-0.768, -2.122, 0.119)
H (-2.755, 0.354, -0.650)
H (1.888, 2.243, 1.149)
H (0.869, -0.765, 1.157)
C (-0.467, -1.517, -0.751)
H (-1.714, 1.995, 0.921)
H (2.189, -1.838, 1.429)
H (-1.243, 0.940, 3.381)
H (-0.150, 0.744, -2.449)

Taken from the Löwdin analysis, the atomic charges in e are: 0.109, -0.291, 0.110, 0.042, 0.031, 0.098, 0.103, -0.181, -0.082, 0.028, -0.056, -0.096, 0.052, 0.105, -0.254, 0.009, 0.013, 0.108, 0.099, -0.228, 0.100, 0.116, 0.042, 0.010, -0.196, 0.088, 0.062, 0.064, -0.007



Record 4
The following is a quantum chemistry calculation of a structure of composition C20H50BF6N3O10S2Zn in a non-equilibrium geometry, from OMol25.

As for the LUMO energy: 0.091 eV. The calculation puts the orbital gap at 0.363 hartree.

Cartesian coordinates (Å):
H (-16.801, 9.522, -16.928)
F (-19.171, 13.140, -21.054)
H (-16.357, 11.641, -17.688)
H (-8.285, 8.990, -15.823)
F (-15.885, 15.049, -22.774)
H (-9.966, 10.235, -20.072)
C (-12.696, 14.990, -18.682)
O (-18.816, 10.540, -23.264)
H (-14.387, 13.046, -17.716)
O (-13.610, 7.440, -20.549)
H (-13.677, 9.755, -15.403)
H (-7.857, 7.702, -16.762)
H (-12.684, 9.357, -13.679)
C (-13.409, 11.270, -14.213)
O (-17.794, 13.095, -23.546)
C (-14.285, 7.447, -21.783)
O (-15.774, 8.562, -18.646)
H (-12.971, 7.769, -18.289)
H (-15.593, 6.552, -18.731)
H (-17.290, 7.063, -18.676)
N (-14.440, 11.031, -18.189)
H (-13.507, 15.053, -19.407)
H (-14.213, 11.053, -17.205)
H (-17.580, 9.635, -18.407)
H (-16.279, 7.161, -17.214)
O (-10.595, 7.864, -14.938)
C (-15.928, 10.911, -18.375)
O (-15.604, 11.986, -23.910)
H (-8.831, 6.834, -14.666)
F (-19.301, 11.560, -19.607)
B (-13.057, 8.426, -17.438)
Zn (-13.876, 9.328, -19.139)
F (-20.709, 11.708, -21.253)
C (-16.289, 7.271, -18.299)
H (-13.620, 7.704, -22.607)
H (-11.169, 8.029, -15.690)
O (-18.365, 9.468, -21.099)
H (-11.737, 6.596, -21.050)
H (-13.081, 14.945, -17.663)
H (-9.254, 5.568, -16.730)
H (-15.567, 8.949, -22.696)
C (-12.181, 9.874, -21.413)
C (-10.735, 9.627, -19.596)
O (-12.084, 9.932, -19.999)
H (-14.540, 12.806, -19.418)
H (-13.103, 5.442, -20.737)
N (-16.838, 11.462, -21.745)
H (-11.877, 11.919, -19.102)
C (-19.475, 11.877, -20.847)
H (-9.324, 8.566, -17.228)
H (-14.082, 8.565, -17.132)
H (-12.780, 10.320, -12.318)
C (-10.070, 5.973, -16.131)
H (-12.565, 9.352, -17.690)
H (-11.360, 11.259, -15.006)
C (-13.318, 10.132, -13.247)
C (-16.577, 9.521, -17.995)
H (-16.185, 8.422, -21.177)
S (-18.362, 10.700, -21.908)
C (-12.454, 12.623, -18.502)
H (-12.129, 12.878, -15.102)
C (-12.002, 11.979, -14.499)
C (-13.619, 10.368, -21.904)
H (-12.339, 6.164, -19.460)
H (-15.491, 10.409, -21.164)
C (-8.759, 8.181, -16.379)
H (-10.569, 9.837, -18.539)
H (-14.127, 11.989, -13.819)
H (-13.813, 10.233, -22.968)
H (-11.453, 12.290, -13.611)
H (-13.611, 11.441, -21.710)
C (-14.022, 12.428, -18.536)
H (-14.861, 6.547, -21.997)
S (-16.628, 12.443, -22.950)
F (-16.587, 14.242, -20.884)
C (-15.253, 8.640, -21.699)
C (-15.880, 13.969, -21.971)
O (-13.869, 10.696, -15.417)
F (-14.618, 13.640, -21.652)
H (-12.626, 7.902, -16.598)
H (-11.995, 15.821, -18.762)
O (-12.060, 13.824, -19.086)
H (-10.499, 8.593, -19.844)
N (-14.687, 9.807, -21.057)
C (-12.644, 6.396, -20.480)
H (-10.959, 6.264, -16.692)
C (-9.491, 7.198, -15.455)
H (-11.291, 10.345, -21.831)
H (-12.127, 12.554, -17.465)
H (-14.258, 9.662, -12.959)
H (-11.941, 8.854, -21.713)
H (-16.407, 11.261, -19.289)
H (-10.294, 5.239, -15.358)

Taken from the Löwdin analysis, the atomic charges in e are: 0.133, 0.152, 0.124, 0.079, 0.130, 0.104, -0.107, -0.273, 0.116, -0.245, 0.056, 0.072, 0.077, -0.434, -0.308, -0.169, -0.263, -0.015, 0.097, 0.106, -0.069, 0.085, 0.070, 0.115, 0.102, -0.071, -0.134, -0.310, 0.138, 0.178, -0.380, 0.624, 0.170, -0.039, 0.124, 0.020, -0.328, 0.095, 0.090, 0.079, 0.131, -0.147, -0.056, -0.277, 0.103, 0.098, -0.327, 0.107, -0.715, 0.059, -0.009, 0.087, -0.046, -0.015, 0.073, -0.060, -0.173, 0.103, 0.698, -0.173, 0.056, -0.021, -0.096, 0.085, 0.035, -0.040, 0.082, 0.133, 0.124, 0.071, 0.109, -0.116, 0.138, 0.609, 0.135, -0.177, -0.627, -0.080, 0.095, -0.007, 0.095, -0.184, 0.103, -0.072, -0.069, 0.068, -0.500, 0.128, 0.111, 0.089, 0.099, 0.089, 0.084



Which E_tot belongs to each record? In order, -41905.0701 -6193.5751 -14057.3930 -133559.5427 eV.